Below is a molecular structure, C25H24N7O4S2SbSe4Ti, with properties calculated with the ωB97M-V functional and the def2-TZVPD basis.

Last column: Mulliken charge in e.
Element x y z (Å)
Ti  -0.66383  0.99907  0.10762  -0.296
C  -0.83067  -4.51741  0.77286  -0.546
C  0.45227  -4.22688  0.31337  -0.587
C  0.77819  -2.96787  -0.15277  -0.736
C  -0.17408  -1.93262  -0.16392  0.061
C  -1.46769  -2.24109  0.28255  -0.032
C  -1.78623  -3.51220  0.73774  -0.985
N  0.13243  -0.66253  -0.62595  1.646
N  1.22541  -0.61890  -1.48049  -1.014
C  1.40020  0.57150  -1.98399  -0.081
C  2.41633  0.75059  -2.99165  -0.788
C  2.58725  1.95898  -3.57291  -0.314
C  1.75605  3.04264  -3.18354  -1.000
C  0.82642  2.83221  -2.21040  -0.484
N  0.62257  1.64965  -1.57370  1.178
H  -1.07787  -5.50645  1.13887  0.375
H  1.20860  -5.00441  0.30784  0.351
H  1.76789  -2.74059  -0.52060  0.448
H  -2.24893  -1.49152  0.25432  0.653
H  -2.80742  -3.71368  1.04361  0.413
H  2.99615  -0.12200  -3.26312  0.526
H  3.34743  2.09800  -4.33461  0.353
H  1.82589  4.01602  -3.64619  0.438
H  0.19769  3.65057  -1.89257  0.151
Se  -3.01731  4.98906  -3.68779  -0.732
Sb  -2.88295  5.23683  -1.25924  0.317
Se  0.43068  2.55392  1.52702  -0.122
Se  -1.26801  3.42253  0.16315  -0.316
Se  -2.39671  7.57781  -0.82017  -0.720
N  -5.08914  -2.84617  -3.36924  -0.395
C  -5.34151  -1.99733  -2.32117  -0.037
O  -6.32084  -2.13577  -1.61805  -0.632
C  -4.29549  -0.95022  -2.04215  1.288
C  -3.09489  -0.85625  -2.73284  -0.427
C  -2.12625  0.02605  -2.29415  -0.780
N  -2.31699  0.81867  -1.23019  0.579
C  -3.53412  0.85446  -0.67018  -0.064
C  -4.53164  -0.03458  -1.03125  -0.893
H  -5.88316  -3.41407  -3.61993  0.261
H  -4.55113  -2.50435  -4.14759  0.223
H  -2.87715  -1.45953  -3.60307  0.285
H  -1.18775  0.14332  -2.81839  0.257
H  -3.68962  1.63904  0.05950  0.394
H  -5.49204  -0.01791  -0.53627  0.461
N  2.09430  1.94700  4.94111  -0.467
C  2.93603  1.42070  4.00393  0.378
N  2.75749  1.53186  2.74400  -0.052
C  3.77570  0.93546  2.02612  -0.892
C  3.85950  0.91268  0.63717  0.020
C  4.93555  0.27622  0.04637  -0.522
C  5.94550  -0.29994  0.82163  -0.462
C  5.88843  -0.26007  2.20641  -0.470
C  4.78999  0.34879  2.79807  0.752
S  4.41811  0.56668  4.48873  -0.390
H  1.11775  1.95385  4.65286  0.272
H  2.25043  1.67675  5.89612  0.242
H  3.09797  1.40747  0.04762  0.346
H  4.98688  0.23036  -1.03421  0.385
H  6.79404  -0.76901  0.33829  0.358
H  6.67513  -0.69835  2.80807  0.354
C  -1.52580  -1.29226  3.55933  -1.051
S  -0.77670  0.12457  2.79583  1.175
O  0.45963  -0.29253  2.13237  -0.390
O  -0.65492  1.05467  3.89817  -0.743
O  -1.83050  0.52685  1.75512  -0.420
H  -1.02224  -1.45089  4.50936  0.399
H  -1.41413  -2.15221  2.90430  0.169
H  -2.57621  -1.05523  3.71289  0.332

Properties
charge: -2
ΔE to the lowest compared entry with this formula, charge and spin: 3.0722 eV
E_tot: -13143.40140 Ha
orbital gap: 4.63 eV